# 1
50
Properties=species:S:1:pos:R:3:forces:R:3:nbo_charge:R:1 method="wB97M-V/def2-TZVPD" total_charge=0 homo_ev=-8.21 orbital_gap_ev=7.9470 smiles="O=C1C(Cl)=C(N2CCN(Cc3ccccc3)CC2)C(=O)N1Cc1ccccc1"
O -2.82976 -2.66797 1.08761 0.1 0.2 -0.1 -0.555
C -2.37660 -1.83106 0.34682 0.1 -0.4 0.0 0.659
C -2.68477 -0.41991 0.21108 -0.2 0.6 0.0 -0.271
Cl -3.90429 0.24897 1.23427 0.1 -0.1 -0.1 0.032
C -1.87518 0.16123 -0.72646 -0.6 0.3 0.5 0.165
N -1.77314 1.42322 -1.16521 -0.1 -0.6 0.0 -0.366
C -2.56129 2.50231 -0.61728 -0.2 0.3 0.4 -0.249
C -1.75034 3.21935 0.49129 -0.2 0.2 -0.1 -0.225
N -0.31755 3.14044 0.26060 0.2 -0.1 0.1 -0.444
C 0.34116 2.07966 1.02410 0.0 0.1 0.1 -0.230
C 1.80126 1.96730 0.68448 0.0 -0.1 0.1 -0.056
C 2.31219 0.80839 0.11651 -0.1 0.1 0.0 -0.156
C 3.65792 0.71452 -0.19504 0.1 0.0 -0.1 -0.222
C 4.50424 1.78003 0.05498 0.1 -0.1 -0.1 -0.216
C 4.00118 2.94129 0.61963 0.0 0.1 0.0 -0.209
C 2.65813 3.03357 0.93398 0.0 0.0 0.0 -0.203
C -0.04110 3.14956 -1.15686 -0.1 0.0 -0.2 -0.241
C -0.62614 1.91825 -1.89835 0.6 0.3 -0.3 -0.254
C -1.01179 -0.95896 -1.27243 0.2 -0.2 -0.3 0.677
O -0.17848 -0.90595 -2.14644 -0.1 -0.1 0.0 -0.560
N -1.35882 -2.08326 -0.59125 -0.1 -0.5 0.0 -0.474
C -0.64391 -3.34095 -0.69517 0.1 0.0 0.0 -0.260
C 0.76241 -3.17028 -0.17985 0.1 -0.1 0.0 0.051
C 1.85868 -3.35249 -1.00932 -0.1 0.0 0.1 -0.227
C 3.14006 -3.14470 -0.52775 0.1 0.0 0.0 -0.211
C 3.33469 -2.74189 0.78203 0.1 0.0 0.0 -0.219
C 2.24332 -2.55115 1.61330 0.0 0.0 0.1 -0.193
C 0.96375 -2.76643 1.13530 0.0 0.0 0.0 -0.248
H -3.50142 2.12680 -0.22367 0.1 0.2 -0.2 0.237
H -2.77246 3.19506 -1.43695 0.0 -0.1 0.0 0.200
H -2.04006 4.27581 0.51612 -0.1 -0.1 0.1 0.198
H -1.98018 2.77970 1.46235 0.0 0.0 0.0 0.208
H -0.13349 1.09644 0.89240 0.0 0.0 0.1 0.170
H 0.24106 2.35741 2.07996 0.0 -0.2 -0.1 0.209
H 1.66210 -0.03203 -0.08289 -0.1 -0.1 0.0 0.204
H 4.03840 -0.19484 -0.63510 0.0 -0.1 0.0 0.217
H 5.55392 1.70752 -0.18867 0.1 0.0 0.0 0.212
H 4.65896 3.77510 0.81709 0.1 0.1 0.0 0.212
H 2.25823 3.93672 1.37034 0.0 0.1 0.1 0.217
H -0.46935 4.07356 -1.55527 0.1 0.0 -0.1 0.195
H 1.03771 3.18370 -1.31150 -0.1 0.1 -0.1 0.228
H 0.12527 1.13780 -1.98674 -0.1 0.1 0.0 0.252
H -0.94186 2.20554 -2.90759 0.1 0.0 0.0 0.198
H -1.20412 -4.05851 -0.08892 0.0 0.1 -0.1 0.248
H -0.63681 -3.66214 -1.73995 0.0 0.0 0.1 0.218
H 1.70858 -3.65169 -2.03596 0.0 0.0 -0.1 0.215
H 3.98787 -3.29212 -1.18086 0.1 0.0 -0.1 0.214
H 4.33363 -2.57303 1.15618 0.1 0.0 0.0 0.216
H 2.39001 -2.23246 2.63462 0.0 0.0 0.1 0.216
H 0.11062 -2.62121 1.78322 -0.1 0.0 0.1 0.220

---

# 2
55
Properties=species:S:1:pos:R:3:forces:R:3:nbo_charge:R:1 method="wB97M-V/def2-TZVPD" total_charge=+1 homo_ev=-9.94 orbital_gap_ev=6.0028
Pd -0.17414 0.14055 -0.09524 0.5 0.0 -0.2 0.937
Cl -5.53464 4.53832 -3.09404 0.0 0.0 0.1 0.011
C -4.59846 3.33220 -2.26501 -0.1 0.1 0.0 -0.115
C -5.23834 2.43225 -1.38760 0.0 -0.1 0.1 -0.154
C -4.52805 1.45108 -0.75361 -0.2 -0.1 -0.2 -0.267
C -3.13084 1.26226 -0.98556 0.1 -0.3 0.0 0.433
O -2.52166 0.23748 -0.52219 -0.6 0.4 0.1 -0.809
C -2.48402 2.26075 -1.78096 0.3 0.0 0.0 -0.335
C -1.07671 2.38985 -1.92086 -0.1 0.0 0.1 0.436
O -0.12071 1.81105 -1.35209 -0.1 -0.3 0.1 -0.631
C -3.25561 3.26024 -2.43299 0.2 0.2 -0.1 -0.134
H -6.30594 2.52869 -1.22281 0.1 0.0 0.0 0.235
H -5.02487 0.73735 -0.10796 0.0 0.0 0.0 0.219
H -0.77956 3.16693 -2.63801 0.1 0.0 0.1 0.154
H -2.75282 3.99638 -3.05364 0.0 -0.1 0.0 0.226
C 0.92387 -1.75561 -5.03139 0.0 0.0 0.1 -0.411
N 1.39342 -1.32656 -3.70867 0.1 0.0 -0.1 -0.381
C 2.82073 -1.07873 -3.48159 -0.1 0.0 0.0 -0.408
C 0.55178 -1.10535 -2.70503 -0.2 -0.1 0.0 0.718
C -0.91563 -1.35196 -2.90991 0.2 0.0 0.0 -0.730
O 1.02135 -0.73116 -1.59521 -0.4 0.0 0.2 -0.685
H 1.78494 -1.96551 -5.65605 0.0 0.0 0.0 0.225
H 0.33358 -0.97936 -5.51714 0.0 0.0 0.0 0.214
H 0.32455 -2.66110 -4.96179 0.0 0.0 0.0 0.217
H 3.38553 -1.44869 -4.33053 0.0 0.0 0.0 0.216
H 3.15044 -1.59279 -2.58218 0.0 0.0 0.0 0.215
H 3.01384 -0.01425 -3.35601 0.0 0.0 0.0 0.219
H -1.09975 -2.42984 -2.90450 0.0 0.0 0.0 0.253
H -1.27071 -0.95125 -3.85739 0.0 0.0 0.0 0.242
H -1.47616 -0.90687 -2.09443 -0.1 0.0 0.1 0.274
Se -2.51286 0.73159 2.14154 -0.3 -0.1 -0.2 1.168
N -0.87494 1.20027 1.60295 0.2 -0.7 0.1 -0.737
C -0.07337 1.14547 2.67771 -0.1 0.2 0.0 0.212
C 1.32121 1.42764 2.67343 0.0 -0.1 0.1 -0.261
C 2.00217 1.32822 3.84447 0.0 0.0 0.1 -0.172
C 1.35403 0.95805 5.06916 0.1 0.0 0.0 -0.218
C 0.02592 0.68912 5.11357 -0.1 0.0 0.0 -0.192
C -0.72939 0.77935 3.90334 0.1 0.1 0.0 0.044
N -2.03378 0.54253 3.80517 0.1 0.2 0.1 -0.597
H 1.79999 1.73599 1.75585 0.0 0.0 -0.1 0.238
H 3.06352 1.55065 3.86372 -0.1 0.0 0.0 0.226
H 1.93870 0.92295 5.98099 0.0 0.0 -0.1 0.230
H -0.48094 0.43235 6.03547 0.0 0.0 -0.1 0.241
S -0.34688 -1.84430 1.17297 0.4 0.6 -0.2 -0.090
C 1.22828 -1.97998 1.86794 -0.1 -0.1 -0.1 0.109
N 1.31060 -2.51514 3.10525 0.0 0.0 0.1 -0.477
C 2.47043 -2.76214 3.76258 -0.2 -0.1 0.1 0.080
C 3.65721 -2.48252 3.16754 0.2 0.0 -0.1 -0.266
C 3.63492 -1.91471 1.88324 -0.1 0.1 0.0 -0.099
C 2.44529 -1.65196 1.25003 0.1 0.0 0.0 -0.258
H 0.43100 -2.73850 3.55407 0.0 0.0 0.1 0.442
H 2.38403 -3.18636 4.75244 -0.1 0.0 0.0 0.238
H 4.58736 -2.69952 3.67337 -0.1 0.0 0.0 0.252
H 4.57125 -1.68918 1.38672 -0.1 0.0 0.0 0.240
H 2.41083 -1.22622 0.26087 0.0 0.0 -0.1 0.265

---

# 3
56
Properties=species:S:1:pos:R:3:forces:R:3:nbo_charge:R:1 method="wB97M-V/def2-TZVPD" total_charge=0 homo_ev=-7.91 orbital_gap_ev=8.3560 smiles="O=C1COc2ccc(S(=O)(=O)CCC(=O)N3CCN(c4cccc(C(F)(F)F)c4)CC3)cc2N1"
O -8.80678 -1.68117 1.40545 -0.2 -0.2 0.1 -0.576
C -7.69938 -1.68764 0.92519 0.1 -0.1 -0.2 0.652
C -7.10996 -2.90044 0.21355 -0.3 -0.4 0.3 -0.166
O -6.13133 -2.62471 -0.77026 0.1 0.3 -0.2 -0.472
C -5.26335 -1.61664 -0.49759 0.3 0.3 0.2 0.280
C -4.05213 -1.56952 -1.17846 -0.2 0.0 0.2 -0.239
C -3.16071 -0.53685 -0.94395 0.1 -0.2 -0.1 -0.188
C -3.49186 0.44208 -0.02633 0.3 0.5 0.0 -0.339
S -2.35167 1.78590 0.29925 -0.4 0.1 0.2 2.167
O -1.05764 1.23712 0.63368 0.0 -0.2 -0.3 -0.969
O -2.94372 2.65436 1.28445 -0.4 0.1 -0.1 -0.952
C -2.20423 2.73339 -1.26761 0.0 -0.5 0.4 -0.627
C -0.72974 2.99793 -1.49550 0.0 -0.3 0.1 -0.515
C -0.05206 1.65130 -1.74641 0.4 0.4 -0.3 0.726
O -0.66964 0.75774 -2.30390 -0.3 -0.1 -0.2 -0.678
N 1.24685 1.50740 -1.41339 0.2 -0.1 -0.1 -0.436
C 2.04600 2.41553 -0.62256 0.0 0.3 0.5 -0.226
C 2.09421 1.91827 0.83601 0.0 0.4 -0.2 -0.234
N 2.66589 0.58832 0.86305 -0.5 -0.1 0.3 -0.446
C 4.02280 0.40316 0.99572 0.5 -0.2 0.0 0.273
C 4.77157 1.19818 1.88050 -0.1 0.1 0.0 -0.272
C 6.11972 0.99218 2.07338 0.0 0.0 -0.1 -0.183
C 6.79315 -0.01708 1.40258 0.0 -0.2 -0.2 -0.227
C 6.06433 -0.81675 0.53800 0.2 0.1 0.1 -0.122
C 6.72256 -1.92054 -0.23542 0.1 -0.3 -0.3 0.973
F 6.67923 -1.70052 -1.56764 -0.1 0.2 -0.1 -0.330
F 6.11847 -3.11068 -0.04753 -0.2 0.0 0.1 -0.328
F 8.01334 -2.10086 0.07074 0.1 0.2 0.2 -0.321
C 4.70845 -0.61875 0.32712 -0.1 0.1 0.0 -0.280
C 1.85562 -0.30691 0.06382 0.0 -0.1 -0.3 -0.237
C 1.80058 0.16309 -1.39684 -0.1 -0.5 0.0 -0.244
C -4.69631 0.42665 0.65018 -0.1 -0.1 0.0 -0.219
C -5.59347 -0.60291 0.41431 0.3 -0.2 -0.3 0.141
N -6.84578 -0.63694 1.02461 0.0 0.4 0.2 -0.613
H -7.91105 -3.44626 -0.28943 0.1 0.2 0.2 0.229
H -6.68197 -3.55315 0.99198 -0.1 0.1 -0.1 0.201
H -3.83148 -2.34816 -1.88996 0.0 -0.1 -0.1 0.235
H -2.21899 -0.48214 -1.46706 0.1 -0.1 -0.1 0.269
H -2.61989 2.11315 -2.05684 0.0 0.0 0.0 0.262
H -2.78473 3.63984 -1.13028 -0.1 0.0 0.1 0.252
H -0.58252 3.63628 -2.37068 0.0 0.0 0.1 0.249
H -0.32996 3.49261 -0.61349 0.1 0.1 -0.1 0.229
H 1.66594 3.43273 -0.67802 0.0 0.0 0.0 0.212
H 3.06229 2.40863 -1.03589 -0.1 0.1 0.0 0.205
H 2.67247 2.61127 1.44223 0.0 0.0 0.0 0.209
H 1.07231 1.85862 1.22234 0.2 0.1 0.0 0.235
H 4.28366 1.97487 2.44746 -0.1 0.1 0.1 0.212
H 6.65873 1.62221 2.76433 0.0 0.1 0.1 0.217
H 7.84772 -0.18102 1.55007 0.1 0.0 0.0 0.229
H 4.20659 -1.26803 -0.37148 -0.1 0.0 -0.1 0.221
H 2.21969 -1.32946 0.14435 0.0 0.0 0.0 0.214
H 0.83807 -0.26457 0.46662 0.1 -0.1 -0.1 0.233
H 1.15100 -0.48050 -1.98949 0.2 0.1 0.0 0.249
H 2.80063 0.18831 -1.83993 0.0 0.0 0.0 0.198
H -4.91718 1.22008 1.34679 -0.1 0.1 0.1 0.247
H -7.14438 0.16912 1.55862 -0.1 -0.2 -0.1 0.419

---

# 4
52
Properties=species:S:1:pos:R:3:forces:R:3:nbo_charge:R:1 method="wB97M-V/def2-TZVPD" total_charge=0 homo_ev=-8.67 orbital_gap_ev=7.3511 smiles="COc1ccccc1OCC(=O)Nc1ccc2c(c1)C(=O)N(C[C@@H]1CCCO1)C2=O"
C 1.68241 2.93272 1.97606 1.7 0.5 -3.8 -0.266
O 2.67811 2.16241 1.18173 -0.6 -1.0 -1.1 -0.584
C 2.33333 1.49120 -0.16273 -2.9 5.1 7.6 0.296
C 0.98633 1.59433 -0.52310 2.3 -0.9 0.0 -0.295
C 0.71339 0.92011 -1.61677 -1.5 -0.4 -7.5 -0.159
C 1.81225 0.43894 -2.57295 -1.0 1.2 5.7 -0.237
C 3.05630 0.43250 -2.00166 4.9 -2.5 -0.2 -0.211
C 3.39678 0.97478 -0.70094 -2.3 0.2 -3.2 0.155
O 4.52947 1.20413 -0.03532 3.2 -4.3 -1.3 -0.424
C 5.26782 -0.06052 -0.33205 2.3 -1.3 3.8 -0.219
C 4.51257 -1.43142 -0.14092 -3.3 10.0 7.7 0.718
O 4.55922 -2.44802 -0.54971 2.8 -10.2 -7.4 -0.509
N 3.63974 -1.38330 1.04094 0.8 4.5 2.2 -0.701
C 2.23861 -1.68984 1.02627 2.8 3.3 0.1 0.214
C 1.95553 -2.60994 0.11065 -3.9 -4.7 0.1 -0.261
C 0.46827 -2.92271 0.10879 2.8 -4.1 -6.1 -0.119
C -0.46366 -2.12468 0.49009 1.4 6.1 5.3 -0.129
C -0.10409 -0.97551 1.55433 8.5 -3.6 -6.2 -0.110
C 1.34059 -0.71645 1.67411 -4.1 -2.5 0.4 -0.160
C -1.17314 -0.10971 1.56160 -0.2 -1.5 6.6 0.616
O -1.13821 0.76234 2.43906 -2.2 0.8 -2.5 -0.525
N -2.24282 -1.11897 1.24855 -5.4 16.0 9.0 -0.391
C -3.54670 -0.41400 1.27791 -1.7 -2.0 -4.8 -0.261
C -3.58266 0.84445 0.22674 -1.9 -10.1 -2.7 0.096
C -4.96798 1.07908 -0.03529 -5.3 5.8 1.6 -0.467
C -5.31083 0.21278 -1.09344 -0.9 -1.1 -8.8 -0.428
C -3.93060 -0.25990 -1.83788 -1.1 4.2 -0.9 -0.055
O -2.98794 0.34385 -1.02248 1.7 1.9 3.1 -0.547
C -1.84952 -1.87336 0.44302 -3.0 -15.9 -9.8 0.622
O -2.74450 -2.76615 -0.01688 3.4 3.0 0.2 -0.660
H 1.45438 3.78304 1.29860 -0.4 -0.1 0.6 0.170
H 2.26930 3.37577 2.77674 -0.4 -0.7 0.5 0.213
H 0.78956 2.35809 2.09853 -0.4 -0.3 1.0 0.200
H 0.24683 2.20263 -0.10838 -0.7 0.6 1.2 0.242
H -0.32980 1.10650 -2.13350 2.0 -0.9 1.3 0.224
H 1.68255 0.01517 -3.49557 -0.8 -1.0 -2.0 0.225
H 4.03708 -0.24320 -2.39371 -3.0 2.1 0.0 0.211
H 6.19005 -0.27604 0.40576 -2.2 1.2 -0.7 0.236
H 5.85393 -0.11972 -1.18626 0.3 0.6 -2.4 0.213
H 3.81220 -0.46032 1.54258 -0.5 -1.5 -0.6 0.378
H 2.74513 -3.39275 -0.33130 -2.3 2.3 1.1 0.288
H 0.06499 -3.72967 -0.69813 1.3 1.6 2.0 0.227
H 1.60863 0.03289 2.42127 0.7 -0.1 -0.6 0.247
H -3.84903 0.08748 2.15164 0.0 -0.5 1.8 0.226
H -4.28334 -1.19822 0.75632 1.3 1.7 1.9 0.257
H -3.11068 1.50376 0.66401 5.2 7.0 3.4 0.174
H -5.88770 1.10175 0.86553 3.2 -0.5 -2.1 0.244
H -5.18507 2.14752 -0.50707 1.0 -1.6 1.4 0.232
H -5.90516 0.70932 -2.13464 1.4 -0.8 3.3 0.202
H -5.96699 -0.56170 -0.92817 -1.1 -2.1 0.8 0.219
H -3.65250 0.33918 -2.82572 -1.6 -1.6 1.3 0.169
H -3.71242 -1.27060 -1.95630 -0.2 -1.9 0.0 0.203

---

# 5
52
Properties=species:S:1:pos:R:3:forces:R:3:nbo_charge:R:1 method="wB97M-V/def2-TZVPD" total_charge=0 homo_ev=-8.17 orbital_gap_ev=8.5677 smiles="COC(=O)COc1ccc([C@@H]2NC(=O)NC(c3ccccc3)=C2C(C)=O)cc1OC"
C -1.10331 -5.28741 2.54012 -0.2 -0.1 -0.3 -0.262
O 0.03844 -4.70269 3.15676 0.2 0.0 0.4 -0.513
C 0.73350 -3.84613 2.40208 0.2 0.0 -0.1 0.784
O 0.45609 -3.56177 1.26963 0.0 -0.1 0.0 -0.592
C 1.93333 -3.31325 3.17272 -0.2 -0.3 0.2 -0.162
O 2.53258 -2.20761 2.55035 -0.1 0.1 -0.1 -0.481
C 1.76890 -1.15904 2.11871 -0.1 0.3 -0.1 0.270
C 2.39013 -0.32329 1.19849 -0.1 -0.2 0.2 -0.244
C 1.75470 0.78745 0.68168 -0.1 0.0 0.1 -0.170
C 0.46479 1.09769 1.08329 0.0 0.0 0.1 -0.076
C -0.26166 2.30578 0.49709 0.2 -0.1 -0.2 -0.069
N -1.69874 2.21477 0.67403 0.1 0.4 0.3 -0.622
C -2.42350 1.30244 -0.01815 -0.2 0.1 0.0 0.787
O -3.52851 0.91850 0.29423 -0.3 -0.2 0.1 -0.632
N -1.80266 0.87881 -1.18548 0.0 -0.1 -0.1 -0.614
C -0.74995 1.55303 -1.75809 0.4 0.5 0.2 0.303
C -0.56321 1.29991 -3.19602 -0.1 -0.2 -0.3 -0.098
C 0.60607 0.70411 -3.65792 -0.2 0.0 0.0 -0.145
C 0.75297 0.42419 -5.00236 0.1 -0.1 0.0 -0.208
C -0.26013 0.73586 -5.89533 0.0 0.0 -0.1 -0.198
C -1.42825 1.32072 -5.43874 0.0 0.0 -0.1 -0.228
C -1.58634 1.59221 -4.09145 0.1 0.0 0.2 -0.143
C 0.00877 2.38257 -0.99301 -0.5 -0.4 -0.1 -0.245
C 0.97439 3.31059 -1.57728 0.1 0.2 -0.1 0.557
C 1.66400 4.26875 -0.62527 0.1 0.0 -0.3 -0.716
O 1.20247 3.36176 -2.77071 0.1 0.2 0.0 -0.561
C -0.16006 0.27526 2.00991 0.0 0.0 0.1 -0.246
C 0.46555 -0.84530 2.53803 0.1 0.0 0.1 0.238
O -0.13579 -1.66759 3.45904 0.4 0.2 -0.1 -0.522
C -1.51351 -1.51120 3.70718 -0.2 0.0 0.1 -0.254
H -1.78436 -4.51030 2.18849 0.0 -0.1 0.0 0.193
H -1.57884 -5.89978 3.30160 0.0 0.0 0.0 0.196
H -0.80097 -5.90058 1.68890 -0.1 0.0 0.1 0.194
H 2.70742 -4.08785 3.19015 -0.2 0.1 0.0 0.217
H 1.62696 -3.09590 4.20212 0.1 -0.1 -0.2 0.213
H 3.38881 -0.58323 0.88678 0.1 -0.1 0.0 0.226
H 2.26112 1.39517 -0.05129 0.1 0.0 -0.1 0.205
H 0.06969 3.21225 1.01031 -0.1 -0.1 -0.1 0.227
H -2.10049 2.53017 1.54288 -0.1 -0.1 -0.1 0.412
H -2.34184 0.24896 -1.76408 0.0 0.1 0.1 0.428
H 1.39037 0.46444 -2.95653 0.1 0.0 0.1 0.220
H 1.66252 -0.03667 -5.35734 0.1 0.0 0.0 0.216
H -0.13785 0.52400 -6.94718 0.0 0.0 -0.1 0.214
H -2.21936 1.56638 -6.13166 -0.1 0.0 -0.1 0.215
H -2.49397 2.05849 -3.73434 -0.1 0.0 0.0 0.207
H 2.39730 4.84280 -1.18597 0.0 0.0 0.0 0.241
H 0.93334 4.95591 -0.20224 -0.1 0.0 0.1 0.228
H 2.16007 3.74024 0.18453 0.0 0.0 0.2 0.222
H -1.16377 0.50618 2.32706 -0.1 0.0 0.0 0.215
H -1.79063 -2.35421 4.33929 0.0 0.1 0.0 0.201
H -1.72160 -0.57975 4.24327 0.0 0.0 0.0 0.179
H -2.09650 -1.53873 2.78177 0.0 0.0 0.0 0.190